(1)
19
Properties=species:S:1:pos:R:3 method="wB97M-V/def2-TZVPD" charge=+1 total_energy_ev=-8805.52764 e_homo_ev=-13.971 relative_energy_kj_mol=212.9
C 0.047 0.573 0.681
C -1.447 -0.966 -1.020
C -0.469 1.856 0.159
C 2.052 -0.502 1.544
N -0.290 -0.764 -0.602
N -1.848 -1.452 -2.183
N 1.383 0.652 1.101
H -0.629 0.127 1.470
H -2.159 -0.638 -0.275
H -1.061 2.405 0.886
H -1.179 1.664 -0.598
H 0.451 2.297 -0.207
H 1.438 -0.889 2.298
H 2.310 -1.222 0.762
H 2.942 -0.183 1.987
H 0.524 -1.133 -1.169
H -1.212 -1.684 -2.916
H -2.841 -1.392 -2.328
H 1.987 1.250 0.410


(2)
19
Properties=species:S:1:pos:R:3 method="wB97M-V/def2-TZVPD" charge=+1 total_energy_ev=-8801.68919 e_homo_ev="-10.649 / -11.325" relative_energy_kj_mol=583.3
C 1.810 -2.161 2.841
C -0.818 2.316 -1.311
C -2.111 0.352 -0.912
C 0.365 0.074 -1.312
N 2.168 -1.583 1.699
N 2.106 -1.060 0.707
N -0.823 0.866 -1.235
H 2.258 -3.204 3.105
H 0.705 -2.396 2.763
H 1.959 -1.537 3.758
H -1.824 2.692 -0.944
H 0.123 2.615 -0.694
H -0.616 2.732 -2.396
H -2.034 -0.752 -0.896
H -2.567 0.755 0.085
H -2.907 0.737 -1.594
H 0.277 -0.953 -1.727
H 1.200 0.763 -1.677
H 0.728 -0.258 -0.261


(3)
19
Properties=species:S:1:pos:R:3 method="wB97M-V/def2-TZVPD" charge=+1 total_energy_ev=-8801.75127 e_homo_ev=-13.879 relative_energy_kj_mol=577.3
C -1.698 0.657 -0.933
C -0.590 1.200 0.012
C 0.541 0.144 0.161
C 0.712 -0.230 1.702
N 1.906 -0.986 1.795
N 0.300 -1.003 -0.531
N -1.251 0.320 -2.259
H -2.557 1.299 -1.021
H -1.978 -0.323 -0.546
H -1.013 1.505 0.940
H -0.147 2.087 -0.433
H 0.754 0.633 2.364
H 1.967 -1.793 1.189
H 2.128 -1.310 2.731
H 1.466 0.620 -0.168
H 1.120 -1.219 -1.111
H -0.227 -0.718 1.989
H -1.025 1.079 -2.890
H -0.601 -0.462 -2.340


(4)
19
Properties=species:S:1:pos:R:3 method="wB97M-V/def2-TZVPD" charge=+1 total_energy_ev=-8801.38637 e_homo_ev="-11.830 / -11.836" relative_energy_kj_mol=612.5
C 1.572 0.326 -0.048
C 2.017 -1.028 -0.331
C -1.643 -1.324 0.286
C -1.761 -0.190 -0.744
N 2.538 1.240 0.065
N -1.187 0.960 -0.337
N -1.446 1.757 0.600
H 2.504 -1.335 0.527
H 1.177 -1.675 -0.338
H 2.599 -1.210 -1.194
H -0.714 -1.841 0.403
H -1.840 -0.860 1.241
H -2.541 -1.944 0.153
H -1.367 -0.366 -1.662
H -2.786 0.060 -0.947
H 3.603 1.179 -0.036
H -0.759 2.497 0.741
H 2.249 2.188 0.398
H -2.216 1.565 1.222


(5)
22
Properties=species:S:1:pos:R:3 method="wB97M-V/def2-TZVPD" charge=+1 total_energy_ev=-23735.92508 e_homo_ev=-14.587 smiles="CC(C)(C(N)=[NH2+])S(N)(=O)=O" relative_energy_kj_mol=0.0
C 0.311 -0.873 -1.474
C 0.260 -0.315 0.014
C 0.441 -1.383 1.156
C 1.155 0.989 0.025
N 0.818 1.993 -0.783
N 2.074 1.076 0.998
S -1.566 0.369 0.143
N -2.489 -0.964 -0.160
O -1.788 0.661 1.517
O -1.748 1.290 -0.955
H -0.523 -0.649 -2.093
H 1.244 -0.647 -1.990
H 0.227 -2.026 -1.228
H -0.454 -2.115 1.056
H 0.273 -0.867 2.100
H 1.469 -1.861 1.049
H -0.053 2.080 -1.327
H 1.369 2.840 -0.865
H 2.375 0.487 1.657
H 2.756 1.873 1.081
H -2.866 -1.263 0.783
H -3.287 -0.697 -0.703


(6)
20
Properties=species:S:1:pos:R:3 method="wB97M-V/def2-TZVPD" total_energy_ev=-10300.49299 e_homo_ev=-9.073 smiles="CC1(C)CNN=N1.N" relative_energy_kj_mol=268.1
C -0.271 0.049 1.481
C 0.545 0.311 0.168
C 1.118 1.763 0.216
C 1.548 -0.869 0.022
N 1.203 -1.237 -1.382
N 0.103 -0.611 -1.749
N -0.335 0.217 -0.920
H 0.407 -0.158 2.398
H -0.861 -0.807 1.499
H -0.958 0.893 1.617
H 1.545 1.990 1.210
H 0.479 2.533 -0.226
H 1.867 1.659 -0.654
H 2.723 -0.604 0.057
H 1.456 -1.654 0.695
H 1.256 -2.210 -1.680
N -1.794 -2.198 -0.878
H -2.730 -2.755 -0.994
H -1.973 -1.252 -0.495
H -1.456 -1.941 -1.859


(7)
20
Properties=species:S:1:pos:R:3 method="wB97M-V/def2-TZVPD" total_energy_ev=-10299.85948 e_homo_ev=-8.808 relative_energy_kj_mol=329.2
H -0.529 -2.462 0.615
N 0.178 -1.774 0.286
C -0.160 -0.873 1.169
N -1.073 -1.093 2.289
N 0.233 0.408 1.120
C 1.298 0.606 0.036
C 0.584 1.489 -0.955
C -0.639 0.780 -1.148
N -0.592 -0.347 -2.342
H -0.514 -0.918 3.245
H -1.323 -2.077 2.393
H -0.105 1.002 1.815
H 1.417 -0.491 -0.218
H 2.187 0.980 0.653
H 0.351 2.450 -0.421
H 1.296 1.756 -1.924
H -1.485 1.440 -1.575
H -1.120 0.217 -0.191
H 0.222 0.095 -3.008
H -0.226 -1.188 -1.838


Number 1: molecular weight 102.16 g mol⁻¹. Number 2: molecular weight 102.16 g mol⁻¹. Number 3: molecular weight 102.16 g mol⁻¹. Number 4: molecular weight 102.16 g mol⁻¹. Number 5: molecular weight 166.23 g mol⁻¹. Number 6: molecular weight 116.17 g mol⁻¹. Number 7: molecular weight 116.17 g mol⁻¹.